Entry 1:
Computed, not measured: a single C12H10 molecule, with ωB97M-V/def2-TZVPD.

HOMO energy (alpha / beta), eV: -5.0 / -8.8
Lowest unoccupied orbital energy (alpha / beta), hartree: 0.039 / -0.070
Orbital gap (alpha / beta), eV: 6.033 / 6.887
Total energy, hartree: -462.8416
Relative energy (zero: lowest compared OMol25 entry of this formula, charge and spin), kcal per mole: 112.4
⟨S²⟩: 2.01
Net charge: 0
Maximum force, hartree/bohr: 0.22716
Multiplicity: 3

```
22
Properties=species:S:1:pos:R:3:forces:R:3
C -0.646365 -1.999001 0.271832 2.562 0.318 0.656
C 0.669233 -1.797568 0.441596 -0.866 0.483 0.630
C 2.319625 -0.381340 -0.883299 -0.764 -1.477 -7.804
C 2.677661 -0.135429 0.344150 3.550 2.848 10.758
C -1.286739 1.371697 -1.247728 -0.109 -1.203 -0.448
C -1.364398 1.228883 1.338770 -1.711 -1.171 -0.527
C 0.028816 1.542854 -1.248585 0.513 0.414 -0.499
C -0.099752 1.557694 1.322543 1.493 1.326 2.571
C -1.616898 -1.033064 -0.151437 -2.394 1.266 -3.496
C 1.328420 -0.474968 0.160389 -2.570 0.562 -0.903
C -1.292250 0.443855 -0.001200 0.139 0.888 0.897
C 0.208865 0.839182 0.062367 2.100 -1.846 -0.150
H -0.976798 -2.984549 0.308531 -0.634 -1.649 0.528
H 1.264529 -2.588579 0.899957 0.151 0.207 -0.560
H 2.781311 -0.372189 -1.842810 -0.681 -0.252 -0.658
H 3.369062 0.026523 1.225285 -0.786 -0.544 -1.709
H -2.029670 1.595111 -1.993296 -0.359 0.220 0.058
H -2.193424 1.420505 2.007841 0.028 0.146 -0.022
H 0.733163 1.997342 -1.954680 -0.326 -0.016 0.499
H 0.426500 2.175092 2.111417 -0.141 -0.793 -1.422
H -1.633632 -1.108910 -1.326202 -0.317 -0.259 1.754
H -2.667259 -1.323141 0.154561 1.121 0.532 -0.152
```
Forces are in eV/Å.

---

Entry 2:
Computed, not measured: a molecular structure, C12H10Cl4O2Pt, with ωB97M-V/def2-TZVPD.

HOMO energy (alpha / beta), eV: 0.1 / 0.1
Lowest unoccupied orbital energy (alpha / beta), hartree: 0.167 / 0.166
Orbital gap (alpha / beta), eV: 4.410 / 4.385
Total energy, hartree: -2573.7276
⟨S²⟩: 2.01
Net charge: -2
Maximum force, hartree/bohr: 0.06214
Multiplicity: 3

```
29
Properties=species:S:1:pos:R:3:forces:R:3
C -1.785141 -2.479947 1.752308 -1.835 1.481 0.581
C -2.371214 -1.525058 0.804790 1.998 0.459 0.318
C -1.900984 -0.200782 1.208450 -1.089 -1.379 0.758
H -2.985217 -1.718037 -0.053084 0.067 -0.238 -0.315
C -1.444869 -0.354043 2.581810 -0.580 0.649 -1.081
C -1.455287 -1.687014 2.929598 -0.055 -0.700 -0.242
H -1.317688 -2.035965 3.947883 0.505 -0.247 -0.299
H -1.909437 -3.548265 1.640055 0.086 0.071 0.301
H -2.144900 0.719844 0.692088 0.233 -0.123 0.048
H -1.080835 0.484460 3.141241 0.102 0.052 0.394
Pt -0.216608 -1.494098 0.384690 0.181 -0.419 -0.230
Cl 0.556851 -3.575646 -0.449785 -0.010 -0.077 -0.197
C 0.956383 0.959674 -3.266815 -0.830 0.521 0.111
C 0.776279 2.137999 -2.485508 -0.653 -0.346 -0.671
C -0.599246 2.507054 -2.557703 0.446 -0.692 -0.333
H 1.545494 2.649233 -1.919749 -0.028 -0.071 0.006
C -1.274233 1.542269 -3.362234 0.753 0.012 0.107
C -0.312484 0.587051 -3.803088 0.222 0.728 0.457
H -0.510080 -0.273572 -4.431974 -0.009 -0.016 0.031
H 1.892528 0.436149 -3.421564 -0.053 -0.030 0.102
H -1.052075 3.368328 -2.080289 -0.030 -0.011 0.062
H -2.334036 1.533294 -3.591756 -0.022 -0.003 -0.012
Cl 4.520022 -0.707520 2.122422 0.018 0.469 0.217
C 2.998003 0.169326 2.316641 -2.189 -0.674 -0.882
Cl 1.880768 -0.824196 3.285700 0.271 -0.018 0.421
Cl 3.120462 1.785239 3.050261 0.455 -0.272 0.081
C 2.297524 0.401224 0.856345 -0.336 1.093 -1.600
O 3.117306 0.931669 0.117152 -0.427 -0.519 0.369
O 1.032715 0.211333 0.592115 2.808 0.301 1.496
```
Forces are in eV/Å.

---

Entry 3:
Computed, not measured: a molecular structure, C12H10ClEuF5, with ωB97M-V/def2-TZVPD.

HOMO energy (alpha / beta), eV: -0.1 / -0.2
Lowest unoccupied orbital energy (alpha / beta), hartree: 0.199 / 0.199
Orbital gap (alpha / beta), eV: 5.553 / 5.607
Total energy, hartree: -2133.1084
Relative energy (zero: lowest compared OMol25 entry of this formula, charge and spin), kcal per mole: 18.2
⟨S²⟩: 15.76
Net charge: -2
Maximum force, hartree/bohr: 0.08147
Multiplicity: 8

```
29
Properties=species:S:1:pos:R:3:forces:R:3
C 1.853799 0.222627 3.116459 0.741 0.012 -1.374
C 1.880580 1.325060 2.206439 0.183 -0.189 0.671
C 2.155496 0.825987 0.901254 0.404 -0.747 0.598
H 1.852909 2.395109 2.510529 -0.346 -0.882 -0.389
C 2.369297 -0.597426 1.020140 -0.200 0.605 0.880
C 2.164671 -0.963731 2.384410 0.118 1.645 -0.549
H 2.311123 -1.937011 2.815035 -0.214 -0.344 -0.013
H 1.607196 0.249724 4.162783 -0.105 0.127 0.182
H 2.422746 1.443473 0.047557 -0.183 -0.132 -0.032
H 2.739611 -1.269875 0.256815 -0.227 0.117 -0.083
Eu -0.884566 -0.012169 0.422194 1.892 -0.237 0.091
Cl -1.347359 0.359742 2.919678 -1.033 0.178 1.201
C -2.791478 0.873601 -1.124070 0.051 0.637 -0.947
C -1.808144 0.594413 -2.137023 -0.687 0.764 0.078
C -0.993795 1.754568 -2.282795 -0.423 -0.354 0.230
H -1.751047 -0.320360 -2.728271 0.081 0.257 0.252
C -1.447879 2.739634 -1.365283 -0.293 -0.476 0.081
C -2.553404 2.202355 -0.647326 -0.040 -0.288 -0.322
H -3.157489 2.724918 0.102821 0.379 -0.264 -0.251
H -3.601704 0.203178 -0.819847 0.296 0.254 -0.064
H -0.190207 1.875515 -3.014982 -0.204 -0.091 0.405
H -1.044589 3.749212 -1.257903 -0.075 -0.398 0.056
F -1.751718 -2.441535 -0.452544 -0.130 0.156 -1.247
C -0.400061 -2.830002 -0.236861 1.573 2.735 2.757
F -0.455718 -4.174269 -0.097677 0.245 -1.147 -0.701
C 0.498924 -2.380776 -1.356841 -1.193 -0.279 -0.241
F -0.079096 -2.707827 -2.537415 0.311 0.085 -1.705
F 0.670733 -0.968476 -1.453298 -0.147 -2.163 0.214
F 1.731166 -2.935658 -1.353981 -0.776 0.422 0.222
```
Forces are in eV/Å.

---

Entry 4:
Computed, not measured: a molecular structure, C12H10EuN2O5, with ωB97M-V/def2-TZVPD.

HOMO energy (alpha / beta), eV: -14.6 / -14.6
Lowest unoccupied orbital energy (alpha / beta), hartree: -0.299 / -0.293
Orbital gap (alpha / beta), eV: 6.488 / 6.671
Total energy, hartree: -1658.6876
Relative energy (zero: lowest compared OMol25 entry of this formula, charge and spin), kcal per mole: 0.0
⟨S²⟩: 15.76
Net charge: +2
Maximum force, hartree/bohr: 0.09179
Multiplicity: 8

```
30
Properties=species:S:1:pos:R:3:forces:R:3
Eu -1.120031 -1.413756 -2.404391 0.424 0.635 1.129
O -2.168865 -3.013778 1.279735 1.895 3.188 -2.920
C -1.730942 -2.274321 0.504444 -1.927 -3.320 2.574
C 0.537642 1.188719 -2.227278 1.742 3.328 -2.666
O 1.028991 2.086764 -2.765657 -1.893 -3.504 2.450
C -2.914390 0.687970 -1.109994 -3.214 2.135 -0.163
O -3.827304 1.380503 -1.024424 3.264 -2.303 -0.068
C 1.551926 -1.894922 -0.950134 2.540 -1.994 -0.208
O 2.522769 -2.490544 -0.852054 -2.708 1.876 -0.026
C -2.188047 -3.253258 -4.581197 0.001 -0.045 0.534
H -1.650695 -4.158458 -4.245149 -0.279 0.422 -0.354
H -3.245094 -3.178735 -4.270832 0.480 -0.055 -0.341
C -1.600192 -2.320502 -5.346187 0.197 0.276 0.238
H -2.146218 -1.431606 -5.697915 0.184 -0.485 0.036
H -0.551270 -2.416467 -5.669203 -0.544 -0.042 0.031
N 3.317874 2.557261 3.746977 -0.115 -0.537 -1.115
C 2.954859 1.940395 2.581841 1.568 0.477 0.089
O 3.782581 1.758970 1.698517 -0.826 -0.189 0.072
C 1.529447 1.495267 2.409412 -0.537 -0.797 -1.521
C 0.528089 1.668652 3.363589 0.633 -0.091 -0.487
C -0.760049 1.230449 3.116066 -0.128 -0.433 -0.948
C -1.018004 0.603872 1.888836 0.447 0.391 0.755
N -0.075515 0.402207 0.962213 0.380 0.064 -0.629
C 1.177013 0.844402 1.170102 -0.249 0.487 1.412
H 4.293735 2.848708 3.840345 -0.757 -0.160 0.072
H 2.637841 2.699510 4.455558 0.101 0.313 0.643
H 0.793304 2.151606 4.288459 -0.300 0.040 0.250
H -1.550509 1.359428 3.831594 -0.156 0.053 0.178
H -2.024340 0.254729 1.651065 0.175 0.045 0.112
H 1.915396 0.686936 0.355665 -0.398 0.222 0.872
```
Forces are in eV/Å.

---

Entry 5:
Computed, not measured: 2 unconnected molecules or ions with the total composition C12H10F2Si, with ωB97M-V/def2-TZVPD.

HOMO energy, eV: -9.6
Lowest unoccupied orbital energy, hartree: -0.032
Orbital gap, eV: 8.723
Total energy, hartree: -952.4343
Relative energy (zero: lowest compared OMol25 entry of this formula, charge and spin), kcal per mole: 113.7
Net charge: 0
Maximum force, hartree/bohr: 0.08384
Multiplicity: 1

```
25
Properties=species:S:1:pos:R:3:forces:R:3
C 1.807699 -3.659252 0.838677 -2.765 1.601 -1.303
C -0.762605 3.914995 -0.940384 0.919 2.102 -1.404
C 1.765038 -2.482623 1.519619 2.319 0.494 3.373
C 0.827018 -3.859292 -0.142670 0.506 1.744 2.114
C -1.432700 3.613936 0.213123 -0.660 0.470 0.636
C -0.334112 2.900123 -1.800234 0.524 1.019 -1.079
C 0.788583 -1.536783 1.316816 -2.390 2.873 1.448
C -0.211471 -2.984253 -0.299981 -1.355 1.401 -2.005
C -1.778582 2.318732 0.505929 -1.896 -3.478 1.702
C -0.712534 1.599057 -1.520745 0.127 -0.476 0.348
C -0.284150 -1.806108 0.445324 0.784 0.979 -0.081
C -1.458685 1.262423 -0.395457 0.371 1.986 0.663
F -2.753820 -1.348907 -0.684987 0.699 1.038 0.618
F -1.562742 0.355051 2.700759 -0.164 -0.762 -2.299
Si -1.574798 -0.493001 0.030365 0.016 -1.493 2.068
H 2.535124 -4.318515 1.113575 1.769 -1.982 0.140
H -0.579525 5.063424 -1.172182 -0.128 -2.725 0.384
H 2.560537 -2.434269 2.394844 -1.768 0.606 -1.933
H 0.935960 -4.628002 -0.767173 0.121 -3.147 -2.360
H -1.689398 4.459419 0.833472 -0.227 -0.242 0.396
H 0.293204 3.195349 -2.690857 -0.863 -0.698 1.036
H 0.578263 -0.541959 1.927009 1.156 -2.204 -0.922
H -0.910683 -2.968113 -1.188423 0.753 -1.040 1.152
H -2.355953 1.825901 1.421240 1.477 2.115 -1.326
H -0.403918 0.730738 -2.045181 0.676 -0.182 -1.364
```
Forces are in eV/Å.

---

Entry 6:
Computed, not measured: a single C12H10N2 molecule, with ωB97M-V/def2-TZVPD.

HOMO energy, eV: -7.4
Lowest unoccupied orbital energy, hartree: -0.006
Orbital gap, eV: 7.243
Total energy, hartree: -572.6119
Relative energy (zero: lowest compared OMol25 entry of this formula, charge and spin), kcal per mole: 96.3
Net charge: 0
Maximum force, hartree/bohr: 0.07774
Multiplicity: 1

```
24
Properties=species:S:1:pos:R:3:forces:R:3
C -3.287123 0.968996 -0.000706 2.529 -1.008 -0.041
C -3.437997 -0.328204 0.562333 -1.040 1.414 -0.428
C -2.024387 1.267581 -0.558959 0.034 -0.547 0.908
C -2.489783 -1.311905 0.532870 -0.176 -1.016 -1.534
C -0.967556 0.332214 -0.502819 -1.782 -0.645 0.288
C -1.243507 -0.991065 -0.057629 -0.294 0.975 0.140
C 0.247280 0.831119 -1.159060 1.339 1.296 -1.430
C 2.140559 -1.658800 -0.742241 1.433 -0.206 0.674
C 2.837030 -0.629393 0.194099 -0.211 -1.925 -0.331
C 2.427343 1.493626 1.225685 -1.721 3.558 -0.600
C -0.166134 -1.902935 0.014970 0.833 -1.152 0.933
C 2.202155 0.704582 0.210342 -0.758 -0.860 0.641
N 1.466398 1.025325 -0.871566 -1.219 0.447 -1.273
N 0.916291 -1.934824 -0.527952 -0.058 0.739 -0.085
H -4.018740 1.743077 0.000659 -0.704 0.087 0.159
H -4.377609 -0.600522 0.988880 -0.666 0.050 0.163
H -1.711976 2.230885 -0.969126 -0.764 -0.063 0.061
H -2.874762 -2.387880 0.671931 1.306 1.772 0.331
H 0.021451 1.319552 -2.138747 -0.226 -0.591 0.531
H 2.689945 -2.396168 -1.304001 0.262 0.317 -0.493
H 2.713593 -1.060782 1.196649 0.176 0.170 -0.014
H 3.905845 -0.423577 0.060630 -0.173 -0.828 -0.542
H 1.985673 2.553850 1.189627 0.880 -1.758 0.426
H 3.046009 1.155239 1.984120 1.002 -0.225 1.517
```
Forces are in eV/Å.